{"formula": "C22H36CrN6OPS3", "method": "ωB97M-V/def2-TZVPD", "symbols": ["Cr", "S", "S", "S", "P", "O", "N", "N", "N", "N", "N", "N", "C", "C", "C", "C", "C", "C", "C", "C", "C", "C", "C", "C", "C", "C", "C", "C", "C", "C", "C", "C", "C", "C", "H", "H", "H", "H", "H", "H", "H", "H", "H", "H", "H", "H", "H", "H", "H", "H", "H", "H", "H", "H", "H", "H", "H", "H", "H", "H", "H", "H", "H", "H", "H", "H", "H", "H", "H", "H"], "coordinates": [[0.107, -0.063, 0.031], [-1.163, 0.079, 3.603], [-2.456, -1.263, 0.704], [-2.042, -3.126, 3.664], [3.107, 0.127, 1.800], [-1.041, 1.057, -0.647], [0.990, -1.561, 1.090], [2.315, -2.445, 2.606], [4.139, 0.209, -0.841], [1.963, -0.056, -0.772], [0.750, 1.487, 1.190], [1.935, 2.541, 2.706], [3.709, 0.099, -2.133], [5.522, 0.392, -0.419], [1.460, -3.425, 2.206], [-1.753, 1.294, -1.857], [-3.199, -2.908, 1.043], [-3.104, 1.922, -1.527], [0.644, -2.867, 1.265], [-2.645, 0.737, 2.786], [1.830, 1.420, 1.961], [2.976, 2.831, 3.681], [3.371, -2.571, 3.600], [2.013, -1.325, 1.915], [-1.854, -0.712, 5.089], [-1.927, -0.028, -2.630], [0.150, 2.684, 1.444], [3.062, 0.123, -0.034], [-2.750, -1.925, 4.848], [0.877, 3.343, 2.394], [2.356, -0.064, -2.081], [-3.417, -0.219, 1.872], [-0.918, 2.268, -2.697], [-3.408, -3.373, 2.486], [5.631, 1.314, 0.148], [3.412, -1.675, 4.215], [-1.454, 2.527, -3.608], [-2.958, 2.843, -0.961], [4.340, -2.713, 3.122], [-4.286, -2.902, 2.924], [-1.014, -0.630, -2.527], [-3.315, 1.089, 3.572], [6.154, 0.447, -1.300], [3.174, -3.425, 4.240], [-2.571, -3.598, 0.479], [-0.971, -0.986, 5.666], [-3.600, -4.445, 2.455], [-0.725, 3.182, -2.133], [-3.709, 1.232, -0.936], [3.939, 2.970, 3.192], [-4.016, -0.905, 2.464], [-3.647, 2.161, -2.440], [-2.887, -2.450, 5.792], [3.058, 2.018, 4.400], [0.039, 1.813, -2.960], [0.721, 4.305, 2.850], [1.666, -0.195, -2.896], [-0.733, 2.998, 0.916], [4.376, 0.142, -2.976], [-2.767, -0.599, -2.243], [-0.145, -3.327, 0.699], [-3.727, -1.623, 4.475], [-2.406, 0.049, 5.643], [-2.096, 0.169, -3.688], [-4.088, 0.370, 1.248], [5.848, -0.443, 0.198], [1.472, -4.414, 2.629], [-4.178, -2.895, 0.562], [-2.293, 1.603, 2.228], [2.725, 3.743, 4.215]], "atomic_forces_ev_per_a": [[-0.62, 0.77, -0.22], [-0.04, 0.12, 0.12], [-0.24, 0.15, 0.47], [-0.04, -0.01, -0.05], [-0.37, 0.15, -0.07], [0.72, -0.30, 0.33], [0.00, -0.37, 0.81], [-0.16, 0.33, -0.15], [-0.27, 0.00, 0.08], [0.05, 0.46, -0.47], [-0.01, -0.39, 0.47], [-0.09, -0.14, -0.07], [-0.10, 0.00, -0.14], [0.28, 0.02, 0.15], [-0.17, -0.15, -0.05], [-0.39, -0.13, -1.14], [0.22, 0.14, -0.02], [0.24, -0.14, 0.28], [-0.08, -0.18, -0.01], [0.39, -0.35, 0.03], [0.17, 0.04, -0.07], [0.29, 0.02, 0.16], [0.36, -0.05, 0.17], [0.18, -0.16, -0.05], [0.05, 0.11, -0.44], [0.05, 0.27, 0.31], [-0.08, 0.11, 0.05], [0.13, -0.07, -0.03], [0.27, -0.18, -0.18], [-0.12, 0.04, -0.11], [0.08, -0.07, -0.13], [0.11, 0.15, -0.26], [0.06, -0.11, 0.40], [0.33, 0.13, 0.17], [-0.05, 0.02, -0.05], [-0.06, -0.03, 0.01], [0.01, -0.01, -0.02], [-0.05, 0.02, -0.02], [-0.05, -0.03, -0.05], [-0.08, -0.10, -0.06], [-0.03, -0.02, -0.17], [-0.08, 0.12, -0.11], [-0.04, -0.01, -0.02], [-0.10, 0.00, -0.04], [-0.02, -0.06, 0.06], [-0.06, -0.01, 0.06], [-0.13, 0.02, -0.05], [0.02, 0.02, -0.03], [-0.02, 0.01, -0.02], [-0.05, 0.02, -0.05], [0.00, 0.01, -0.08], [0.01, -0.03, -0.03], [-0.14, 0.08, 0.01], [-0.06, 0.02, 0.00], [0.01, 0.04, -0.05], [0.05, -0.01, 0.04], [-0.02, 0.02, 0.02], [-0.03, -0.03, 0.05], [0.05, 0.00, 0.05], [0.01, -0.11, 0.04], [-0.10, -0.03, 0.10], [-0.02, 0.01, 0.08], [0.05, -0.06, 0.14], [0.02, -0.04, 0.00], [-0.13, -0.01, 0.12], [-0.04, -0.03, -0.05], [0.04, 0.00, 0.00], [0.06, -0.04, -0.13], [-0.08, 0.01, -0.04], [-0.08, 0.00, -0.04]], "mulliken_charge": [0.113, 0.199, 0.250, 0.002, -0.387, 0.214, 1.036, 0.267, 0.200, 0.851, 0.884, 0.208, -0.606, -0.807, -0.489, 1.408, -0.942, -1.446, -0.909, -1.087, -0.378, -0.855, -0.859, -0.331, -0.991, -1.475, -0.949, -0.190, -0.663, -0.626, -0.931, -1.060, -1.580, -0.986, 0.330, 0.361, 0.509, 0.362, 0.343, 0.497, 0.270, 0.687, 0.338, 0.338, 0.454, 0.382, 0.488, 0.332, 0.199, 0.342, 0.515, 0.452, 0.524, 0.338, 0.281, 0.493, 0.574, 0.508, 0.472, 0.325, 0.571, 0.300, 0.437, 0.475, 0.529, 0.336, 0.507, 0.492, 0.215, 0.340], "spin_multiplicity": 2, "orbital_gap_ev": [6.4, 6.9], "homo_ev": [-13.05, -13.05], "charge": 2, "lumo_ev": [-6.67, -6.15], "fmax_ev_per_a": 1.2}

{"formula": "C22H36FeO4P", "method": "ωB97M-V/def2-TZVPD", "symbols": ["Fe", "P", "O", "O", "O", "O", "C", "C", "C", "C", "C", "C", "C", "C", "C", "C", "C", "C", "C", "C", "C", "C", "C", "C", "C", "C", "C", "C", "H", "H", "H", "H", "H", "H", "H", "H", "H", "H", "H", "H", "H", "H", "H", "H", "H", "H", "H", "H", "H", "H", "H", "H", "H", "H", "H", "H", "H", "H", "H", "H", "H", "H", "H", "H"], "coordinates": [[1.807, 3.249, -3.036], [-0.751, -1.967, 1.436], [-1.020, 4.618, -2.384], [3.888, 2.674, -1.114], [2.089, 6.108, -2.183], [3.718, 3.836, -5.184], [3.169, 0.475, 2.649], [0.601, 1.268, -2.078], [-0.113, 3.211, -4.104], [3.058, 2.823, -1.904], [-3.816, -1.566, 2.279], [0.316, -0.758, 2.332], [0.234, -3.730, -0.495], [0.663, 2.107, -4.444], [0.301, 2.691, -1.771], [-2.387, 4.730, -1.996], [-0.405, 3.438, -2.746], [-4.864, -1.184, 3.320], [0.745, -4.681, 0.587], [0.679, -6.141, 0.147], [3.043, 3.592, -4.270], [1.909, 5.017, -2.516], [-3.015, -0.355, 1.796], [1.485, -1.431, 3.056], [2.464, -0.419, 3.668], [0.314, -2.261, -0.058], [1.240, 1.332, -3.425], [-1.963, -0.748, 0.750], [-2.625, 4.066, -1.164], [-2.454, -1.250, -0.100], [1.355, -2.001, 0.202], [1.097, -2.055, 3.874], [-4.311, -2.029, 1.415], [-0.442, 3.939, -4.836], [-5.565, -0.446, 2.915], [1.784, -4.422, 0.837], [1.287, 0.817, -1.337], [-0.804, -3.997, -0.742], [1.282, -6.307, -0.752], [-3.136, -2.323, 2.696], [-0.014, -1.602, -0.876], [0.666, -0.003, 1.608], [0.280, 3.053, -0.740], [0.916, 1.922, -5.496], [2.468, 1.141, 2.131], [0.828, -3.862, -1.410], [3.904, 1.099, 3.166], [2.014, 0.607, -3.691], [-0.325, -0.242, 3.068], [-1.438, 0.143, 0.372], [3.699, -0.119, 1.893], [1.067, -6.779, 0.946], [-2.471, 5.769, -1.698], [-0.351, -6.446, -0.067], [1.918, 0.205, 4.386], [-3.704, 0.375, 1.349], [-4.399, -0.760, 4.218], [-0.297, 0.626, -2.027], [3.210, -0.988, 4.233], [-2.544, 0.136, 2.661], [2.034, -2.099, 2.375], [-3.046, 4.522, -2.839], [0.154, -4.547, 1.505], [-5.429, -2.073, 3.613]], "atomic_forces_ev_per_a": [[-0.35, 0.18, 0.46], [1.54, 3.48, -1.99], [1.02, 0.20, -0.28], [-0.99, 0.05, -0.98], [-0.23, -2.63, -0.78], [-1.48, -0.65, 2.60], [0.02, -0.06, 0.05], [0.05, -0.86, 0.65], [-2.45, 0.42, -0.70], [3.89, -1.03, 3.97], [-0.25, 0.40, -0.19], [-0.19, -0.64, 1.53], [0.15, -0.08, -0.12], [0.22, -1.19, -0.43], [-2.67, 0.72, 1.37], [0.50, -0.40, -0.24], [-0.52, -0.07, 0.91], [0.02, -0.19, 0.05], [0.21, -0.03, -0.39], [-0.01, 0.00, 0.19], [4.22, 1.36, -6.45], [0.00, 5.62, 1.69], [-0.03, -0.13, -0.02], [0.24, 0.05, 0.27], [-0.06, -0.10, -0.09], [0.12, -1.33, -0.06], [-0.06, -1.96, -1.68], [-1.51, -0.73, 0.30], [-0.01, -0.02, 0.08], [0.08, 0.26, 0.16], [-0.42, -0.09, 0.09], [0.01, 0.03, -0.25], [0.11, -0.01, 0.13], [-0.19, -0.25, 0.00], [0.11, -0.14, 0.07], [-0.18, 0.00, 0.02], [0.01, 0.37, -0.24], [0.19, 0.11, -0.07], [-0.09, 0.02, 0.16], [0.06, -0.03, 0.03], [-0.22, 0.04, 0.48], [-0.34, -0.47, -0.17], [-0.21, -0.15, -0.23], [0.18, 0.28, 0.54], [0.16, -0.04, 0.07], [-0.17, 0.01, 0.18], [-0.11, -0.03, -0.21], [-0.48, 0.04, 0.00], [0.28, -0.07, -0.25], [0.40, -0.50, 0.13], [-0.07, 0.11, 0.13], [-0.06, -0.05, -0.18], [-0.27, 0.00, 0.09], [0.17, 0.04, 0.02], [0.10, -0.09, -0.01], [0.18, -0.10, 0.10], [-0.09, -0.06, -0.15], [-0.14, -0.08, -0.26], [-0.11, 0.14, -0.02], [-0.07, -0.01, -0.24], [-0.10, 0.13, 0.08], [-0.06, -0.01, -0.02], [-0.02, 0.03, 0.06], [-0.01, 0.20, 0.05]], "mulliken_charge": [0.422, 0.368, -0.346, -0.366, -0.291, -0.312, -1.104, 0.087, -0.453, 0.203, -0.168, -0.430, -0.848, -0.957, -0.506, -0.714, 0.366, -1.390, -0.103, -1.463, 0.295, 0.158, -0.624, -0.441, -0.670, -0.251, -0.749, -0.481, 0.251, 0.527, 0.491, 0.406, 0.291, 0.541, 0.338, 0.246, 0.057, 0.293, 0.349, 0.281, 0.091, 0.030, 0.534, 0.484, 0.264, 0.444, 0.394, 0.543, 0.436, 0.083, 0.280, 0.383, 0.267, 0.357, 0.341, 0.453, 0.344, 0.172, 0.370, 0.235, 0.174, 0.291, 0.348, 0.379], "spin_multiplicity": 5, "orbital_gap_ev": [5.4, 3.1], "homo_ev": [-7.81, -10.46], "charge": 1, "lumo_ev": [-2.44, -7.40], "fmax_ev_per_a": 7.8}

> Number 1 is which compound?

C22H36CrN6OPS3

> What is the formula in the first record?

C22H36CrN6OPS3